1.
A 15-piece molecular cluster, C22H69BrI2NO16P overall at a distorted geometry, computed with ωB97M-V with the def2-TZVPD basis set.

Last column: Mulliken charge in e.
Cartesian coordinates (Å):
1 C -0.573 0.660 -2.846  -0.34
2 C 0.044 -0.217 -2.315  -0.25
3 C 0.451 -1.432 -1.634  0.28
4 I 2.462 -1.922 -2.289  -0.02
5 O 0.517 -1.318 -0.245  -0.01
6 C -0.731 -1.008 0.372  1.16
7 C -1.317 -2.188 1.163  -1.27
8 C -2.544 -2.851 0.533  -0.80
9 C -2.353 -3.290 -0.907  -0.86
10 I -3.922 -4.552 -1.592  0.04
11 C -0.529 0.228 1.259  -1.20
12 N 0.247 1.237 0.513  -0.23
13 P 0.260 -0.168 2.920  0.04
14 O 0.574 1.340 3.472  -0.25
15 Br 2.300 -0.937 2.355  -0.20
16 H -1.103 1.468 -3.288  0.51
17 H -0.148 -2.274 -1.968  -0.08
18 H -1.480 -0.701 -0.360  0.13
19 H -1.684 -1.766 2.100  0.47
20 H -0.540 -2.900 1.438  0.35
21 H -3.347 -2.111 0.557  0.28
22 H -2.874 -3.678 1.159  0.59
23 H -1.407 -3.816 -1.024  0.48
24 H -2.313 -2.424 -1.561  0.22
25 H -1.497 0.662 1.504  0.46
26 H -0.039 2.175 0.766  0.18
27 H 1.236 1.132 0.712  0.25
28 H 0.252 2.013 2.853  0.32
29 C 2.766 4.672 4.054  -0.26
30 O 1.937 3.983 4.990  -0.52
31 H 3.261 5.491 4.572  0.24
32 H 3.528 4.000 3.646  0.26
33 H 2.153 5.066 3.244  -0.01
34 H 1.510 3.278 4.496  0.29
35 C 0.073 7.091 2.113  -0.62
36 O 0.340 5.701 2.259  -0.36
37 H 1.028 7.610 2.116  0.25
38 H -0.441 7.296 1.170  0.20
39 H -0.536 7.465 2.940  0.30
40 H -0.505 5.241 2.249  0.24
41 C -4.669 1.435 0.230  -0.65
42 O -3.300 1.013 0.199  -0.21
43 H -5.015 1.346 1.257  0.32
44 H -4.765 2.467 -0.095  0.19
45 H -5.284 0.799 -0.411  0.21
46 H -2.996 1.097 -0.712  0.04
47 C 2.380 -0.753 -6.667  -0.43
48 O 2.645 0.171 -5.619  -0.48
49 H 2.466 -0.207 -7.605  0.26
50 H 3.107 -1.571 -6.670  0.23
51 H 1.377 -1.173 -6.586  0.17
52 H 2.580 -0.292 -4.778  0.19
53 C -1.593 4.669 -1.104  -0.70
54 O -0.834 4.157 -0.013  -0.44
55 H -2.639 4.453 -0.903  0.20
56 H -1.466 5.750 -1.200  0.33
57 H -1.305 4.189 -2.043  0.25
58 H 0.095 4.346 -0.180  0.25
59 C -0.854 -3.820 -5.375  -0.38
60 O 0.504 -3.456 -5.592  -0.44
61 H -1.431 -3.441 -6.215  0.25
62 H -0.973 -4.906 -5.328  0.28
63 H -1.242 -3.376 -4.453  0.05
64 H 1.020 -3.785 -4.849  0.25
65 C -3.804 0.492 -5.220  -0.69
66 O -3.898 0.610 -3.804  -0.31
67 H -3.053 1.201 -5.560  0.26
68 H -3.497 -0.516 -5.511  0.24
69 H -4.757 0.727 -5.699  0.30
70 H -4.556 -0.027 -3.505  0.23
71 C -7.857 3.811 -1.384  -0.40
72 O -6.488 3.408 -1.447  -0.40
73 H -8.185 3.725 -0.354  0.03
74 H -7.972 4.849 -1.704  0.25
75 H -8.479 3.167 -2.013  0.28
76 H -6.199 3.486 -2.360  0.25
77 C 5.234 -2.899 4.668  -0.31
78 O 5.572 -1.764 3.871  -0.47
79 H 6.049 -3.606 4.563  0.01
80 H 5.123 -2.623 5.720  0.29
81 H 4.309 -3.362 4.311  0.24
82 H 4.859 -1.125 3.948  0.24
83 C -7.363 -2.370 -3.420  -0.59
84 O -6.002 -1.971 -3.526  -0.34
85 H -7.892 -1.951 -4.272  0.23
86 H -7.454 -3.459 -3.446  0.23
87 H -7.816 -1.994 -2.500  0.27
88 H -5.514 -2.336 -2.779  0.14
89 C -9.954 3.344 2.292  -0.51
90 O -9.441 4.430 1.525  -0.49
91 H -9.194 2.567 2.303  0.20
92 H -10.161 3.649 3.321  0.26
93 H -10.866 2.940 1.846  0.26
94 H -10.108 5.122 1.512  0.28
95 C 9.385 -3.238 4.407  -0.44
96 O 8.773 -2.008 4.023  -0.52
97 H 10.359 -2.998 4.828  0.31
98 H 8.786 -3.752 5.160  0.24
99 H 9.514 -3.892 3.540  0.09
100 H 7.896 -2.185 3.662  0.28
101 C 12.001 -2.404 1.844  -0.47
102 O 10.995 -1.858 1.001  -0.52
103 H 12.920 -2.484 1.268  0.27
104 H 12.177 -1.749 2.701  0.22
105 H 11.712 -3.399 2.194  0.19
106 H 10.192 -1.780 1.526  0.32
107 C 7.041 -5.406 2.275  -0.58
108 O 7.041 -5.385 3.701  -0.43
109 H 7.594 -4.534 1.934  0.20
110 H 7.530 -6.306 1.894  0.30
111 H 6.024 -5.356 1.879  0.27
112 H 6.555 -6.159 4.001  0.26

Computed properties:
Largest force on an atom: 1.8 eV/Å
Frontier orbital gap: 0.31936 Ha
Net charge: 0
LUMO energy: 0.1 eV
HOMO: -0.3156 Eh

2.
A 11-piece molecular cluster, C22H69N3O13 overall at a distorted geometry, computed with ωB97M-V with the def2-TZVPD basis set.

Last column: Mulliken charge in e.
Cartesian coordinates (Å):
1 C 10.076 -11.874 21.621  -0.21
2 O 10.440 -13.072 22.229  -0.56
3 H 8.997 -11.728 21.664  0.34
4 H 10.577 -11.114 22.220  0.20
5 H 10.516 -11.813 20.626  -0.09
6 H 10.278 -12.989 23.172  0.32
7 C 9.968 -11.908 15.729  -0.12
8 O 10.497 -10.950 14.760  -0.58
9 H 9.892 -12.924 15.343  0.36
10 H 10.559 -11.910 16.644  -0.10
11 H 8.964 -11.625 16.046  0.09
12 H 11.012 -10.281 15.217  0.33
13 C 4.503 -8.788 17.063  -0.72
14 O 5.841 -9.291 17.350  -0.49
15 H 3.832 -9.641 17.163  0.33
16 H 4.261 -8.080 17.855  0.16
17 H 4.231 -8.334 16.110  0.31
18 H 6.447 -8.571 17.159  0.20
19 C 7.717 -13.363 17.515  -0.54
20 O 8.325 -14.447 16.850  -0.54
21 H 6.941 -13.773 18.161  0.38
22 H 8.440 -12.923 18.201  0.18
23 H 7.394 -12.596 16.811  0.25
24 H 7.629 -14.890 16.360  0.30
25 C 4.820 -11.746 19.724  -0.52
26 O 5.999 -11.520 20.432  -0.53
27 H 5.049 -11.837 18.662  0.15
28 H 4.294 -12.653 20.021  0.35
29 H 4.166 -10.876 19.789  0.13
30 H 6.589 -11.035 19.851  0.33
31 C 11.147 -7.865 21.640  -0.59
32 O 11.975 -8.125 20.585  -0.27
33 H 11.190 -6.815 21.928  0.29
34 H 10.147 -8.084 21.266  0.11
35 H 11.306 -8.576 22.451  0.27
36 H 12.833 -7.760 20.814  0.24
37 C 5.237 -5.352 17.562  -1.32
38 C 5.788 -5.229 19.001  0.35
39 C 5.541 -6.475 19.869  -0.36
40 O 4.167 -6.524 20.242  -0.40
41 C 3.855 -7.412 21.295  -0.62
42 N 7.244 -4.950 18.837  -0.72
43 H 5.376 -4.457 16.956  0.39
44 H 4.167 -5.561 17.551  0.41
45 H 5.674 -6.184 17.011  0.17
46 H 5.319 -4.333 19.408  0.54
47 H 6.162 -6.554 20.761  0.58
48 H 5.862 -7.360 19.320  0.04
49 H 2.777 -7.377 21.454  0.27
50 H 4.362 -7.133 22.219  0.34
51 H 4.175 -8.423 21.044  0.16
52 H 7.693 -4.768 19.723  0.17
53 H 7.380 -4.052 18.397  0.34
54 C 13.469 -7.564 13.493  -1.51
55 C 11.963 -7.552 13.768  0.43
56 C 11.661 -7.498 15.330  -0.51
57 O 12.212 -8.641 15.988  -0.29
58 C 12.685 -8.376 17.316  -0.63
59 N 11.327 -6.463 13.032  -0.75
60 H 13.917 -8.471 13.898  0.32
61 H 13.959 -6.688 13.919  0.31
62 H 13.602 -7.626 12.413  0.43
63 H 11.489 -8.447 13.363  0.37
64 H 10.595 -7.443 15.551  0.16
65 H 12.121 -6.573 15.677  0.45
66 H 11.856 -8.042 17.941  0.14
67 H 13.558 -7.724 17.320  0.45
68 H 13.054 -9.293 17.776  0.10
69 H 10.334 -6.616 13.132  0.26
70 H 11.393 -6.658 12.043  0.29
71 C 13.613 -12.401 18.612  -0.95
72 C 13.736 -12.078 20.081  1.11
73 C 15.055 -12.585 20.709  -0.85
74 O 15.253 -13.995 20.790  -0.36
75 C 14.290 -14.771 21.406  -0.64
76 N 13.639 -10.585 20.165  -0.58
77 H 13.542 -13.483 18.498  0.40
78 H 14.436 -12.051 17.989  0.32
79 H 12.695 -11.974 18.208  -0.13
80 H 12.838 -12.439 20.583  -0.15
81 H 15.169 -12.201 21.723  0.44
82 H 15.862 -12.231 20.067  0.33
83 H 13.415 -14.900 20.768  0.23
84 H 13.890 -14.361 22.333  0.29
85 H 14.744 -15.728 21.664  0.27
86 H 12.707 -10.240 19.986  -0.02
87 H 13.820 -10.284 21.112  0.27
88 C 9.262 -9.395 18.379  0.67
89 C 8.888 -7.941 18.685  -0.05
90 O 7.923 -7.453 17.746  -0.30
91 O 8.111 -10.169 18.799  -0.09
92 H 10.115 -9.743 18.961  -0.87
93 H 9.417 -9.436 17.301  0.07
94 H 9.716 -7.232 18.665  0.39
95 H 8.320 -7.880 19.613  0.22
96 H 7.764 -6.543 18.006  -0.36
97 H 7.352 -9.942 18.257  0.34
98 C 9.703 -4.031 15.900  -0.20
99 C 9.576 -2.663 16.616  -0.61
100 O 8.961 -2.915 17.872  -0.52
101 O 8.485 -4.780 15.920  -0.48
102 H 10.585 -4.549 16.278  0.03
103 H 9.999 -3.806 14.875  0.46
104 H 9.135 -1.961 15.909  0.34
105 H 10.543 -2.214 16.844  0.36
106 H 8.734 -2.052 18.228  0.27
107 H 8.162 -4.893 16.817  0.26

Computed properties:
SMILES: COC[C@H](C)N.COC[C@H](C)N.COC[C@H](C)N.OCCO.OCCO.CO.CO.CO.CO.CO.CO
Largest force on an atom: 2.2 eV/Å
Frontier orbital gap: 0.34357 Ha
Net charge: 0
LUMO energy: 0.1 eV
HOMO: -0.3388 Eh

Look up the frontier orbital gap of the first one. 0.31936 Ha